(1)
The ion C3H7N2O2S with charge -1 at a distorted geometry. Source: the Open Molecules 2025 dataset; level of theory: ωB97M-V/def2-TZVPD.

Results
ΔE to the lowest compared entry with this formula, charge and spin (kJ/mol): 342.5
HOMO level (eV): -3.32
F_max (eV/Å): 4.51
Kohn-Sham gap (eV): 7.394

Geometry as ORCA input:
```
! RIJCOSX wB97M-V def2-TZVPD def2/J DEFGRID3
* xyz -1 1
C 0.811 -1.468 -0.081
C 1.703 -0.420 -0.574
C 0.606 -0.105 0.384
N -0.304 2.015 -0.134
N -0.444 0.608 -0.111
O -2.026 -1.477 0.225
O -3.115 0.605 0.859
S -2.309 -0.078 -0.168
H 0.042 -2.024 -0.712
H 1.081 -2.287 0.638
H 2.730 -0.327 -0.082
H 1.760 0.012 -1.531
H 0.937 0.081 1.419
H -0.546 2.464 0.718
H -0.927 2.401 -0.850
*
```

Results of the Löwdin charge analysis, in e, for atoms 1 through 2: C -0.186; C -0.146

(2)
A cluster of 2 separate species, C3H7N2O2S2 in total at a distorted geometry. Source: the Open Molecules 2025 dataset; level of theory: ωB97M-V/def2-TZVPD.

Results
ΔE to the lowest compared entry with this formula, charge and spin (kJ/mol): 83.5
HOMO level (eV): -4.36
F_max (eV/Å): 4.31
Kohn-Sham gap (eV): 7.601

Geometry as ORCA input:
```
! RIJCOSX wB97M-V def2-TZVPD def2/J DEFGRID3
* xyz -1 1
C 1.726 0.666 -0.600
C -1.072 -0.028 1.453
C -1.420 0.470 0.113
N 0.613 -1.500 -0.347
N 0.580 -0.050 -0.696
O 2.857 0.207 -0.404
O 1.608 2.022 -0.824
S -1.659 2.136 -0.056
S -2.127 -0.665 -1.058
H -0.354 0.777 1.820
H -1.882 0.137 2.198
H -0.886 -1.082 1.354
H 0.813 -1.993 -1.214
H 1.616 -1.708 0.062
H 0.618 2.101 -0.880
H -1.031 -1.489 -0.922
*
```

Results of the Löwdin charge analysis, in e, for atoms 1 through 2: C -0.677; C -0.243

(3)
A cluster of 2 separate species, C3H7N2O3 in total. Source: the Open Molecules 2025 dataset; level of theory: ωB97M-V/def2-TZVPD.

Results
ΔE to the lowest compared entry with this formula, charge and spin (kJ/mol): 147.3
HOMO level (eV): -4.18
F_max (eV/Å): 0.48
Kohn-Sham gap (eV): 8.035

Geometry as ORCA input:
```
! RIJCOSX wB97M-V def2-TZVPD def2/J DEFGRID3
* xyz -1 1
N -2.561 -1.119 2.011
C -1.342 -0.466 1.434
O -0.243 -0.787 1.953
O -1.527 0.312 0.495
H -2.329 -2.110 2.054
H -2.582 -0.839 2.986
C 1.959 1.651 -1.239
N 1.380 0.576 -0.714
C 0.497 -0.296 -1.456
O 1.881 2.004 -2.405
H 2.549 2.224 -0.496
H 1.539 0.376 0.258
H -0.346 0.271 -1.840
H 0.101 -1.019 -0.759
H 1.025 -0.776 -2.282
*
```

Results of the Löwdin charge analysis, in e, for atoms 1 through 2: N 0.037; C -0.830